Record 1
Entry from the Open Molecules 2025 dataset: a molecular structure, C10H18Br2F3InNO2 in a non-equilibrium geometry (the ωB97M-V functional and the def2-TZVPD basis).

Last column: Löwdin charge in e.
Cartesian coordinates (Å):
In (-2.088, -1.211, -0.311)  0.69
Br (2.232, -0.993, -4.341)  0.75
Br (2.038, -1.846, -0.359)  0.87
F (2.071, -3.176, -2.637)  -0.10
F (0.914, -0.039, -2.255)  0.00
F (-0.267, -1.246, -3.500)  0.06
O (-1.359, 3.649, 1.940)  0.13
O (-4.098, -1.809, -0.149)  -0.46
N (-0.044, 1.832, 2.118)  -0.10
C (0.874, -1.164, -2.902)  -0.97
C (-0.589, 2.944, 1.408)  -0.51
C (-0.046, -3.319, -1.765)  -0.28
C (-1.648, -0.056, 1.583)  -0.25
C (1.338, 2.054, 2.523)  -0.22
C (-0.253, 0.537, 1.425)  -0.33
C (-0.167, 3.268, -0.007)  0.02
C (2.431, 1.820, 1.440)  -0.09
C (1.155, -2.418, -1.991)  -0.80
C (-0.882, -3.100, -0.489)  -0.30
H (1.404, 3.098, 2.818)  0.11
H (-1.699, -0.702, 2.451)  0.02
H (-0.388, 2.413, -0.648)  0.07
H (-4.663, -1.150, -0.570)  -0.08
H (-0.740, 4.101, -0.374)  0.08
H (1.576, 1.469, 3.405)  0.11
H (0.473, -0.180, 1.784)  0.09
H (-2.403, 0.715, 1.694)  0.03
H (-1.618, -3.900, -0.490)  0.03
H (3.061, 2.695, 1.318)  0.06
H (-1.957, -0.099, -1.692)  -0.06
H (0.383, -4.317, -1.694)  0.11
H (2.037, 1.581, 0.462)  0.05
H (0.896, 3.451, -0.082)  0.07
H (-0.283, -3.271, 0.394)  0.00
H (-0.091, 0.699, 0.357)  0.04
H (3.088, 1.019, 1.766)  0.06
H (-0.688, -3.348, -2.632)  0.11

Properties
total charge = -1
E = -6234.8062 hartree
HOMO = -4.585 eV
molecular weight = 515.9 g mol⁻¹
LUMO level = 2.50 eV

---

Record 2
Entry from the Open Molecules 2025 dataset: 2 unconnected molecules or ions with the total composition C5H7N (the ωB97M-V functional and the def2-TZVPD basis).

Last column: natural (NBO) charge in e.
Cartesian coordinates (Å):
N (0.893, -0.993, 1.072)  -0.47
C (0.657, -0.658, -1.083)  -0.41
C (-0.578, 1.452, -0.589)  -0.24
C (0.736, 0.295, 1.018)  0.14
C (0.438, 0.595, -0.376)  -0.13
C (0.834, -1.715, -0.224)  -0.14
H (0.434, -0.770, -2.138)  0.22
H (-1.168, 1.383, -1.500)  0.21
H (-0.947, 2.135, 0.172)  0.20
H (-1.540, -1.008, -0.135)  0.03
H (-1.833, -0.345, 0.062)  -0.05
H (0.956, -1.506, 1.942)  0.42
H (0.748, 0.956, 1.878)  0.22

Properties
E = -249.2856 hartree
HOMO = -7.903 eV
molecular weight = 81.1 g mol⁻¹
energy above the lowest of the compared OMol25 structures with the same formula, charge and spin = 5.105 eV
LUMO level = -0.63 eV

---

Record 3
Entry from the Open Molecules 2025 dataset: a single C13H17NO3 molecule in a non-equilibrium geometry (the ωB97M-V functional and the def2-TZVPD basis).

Last column: natural (NBO) charge in e.
Cartesian coordinates (Å):
O (2.114, 2.241, 1.318)  -0.64
O (-1.653, -2.048, 2.047)  -0.54
O (0.141, -0.623, -0.864)  -0.57
N (2.192, 0.075, 0.818)  -0.62
C (1.811, 1.355, 0.523)  0.65
C (-2.084, -0.534, 0.155)  -0.47
C (-0.643, 2.410, -2.797)  -0.18
C (0.030, 3.389, -2.068)  -0.24
C (-1.714, -0.666, 1.659)  -0.07
C (-0.572, -2.702, 1.340)  -0.07
C (0.183, 0.664, -1.335)  0.42
C (-0.568, 1.090, -2.431)  -0.32
C (0.793, 3.014, -0.980)  -0.13
C (-0.954, -2.698, -0.182)  -0.44
C (0.939, 1.658, -0.613)  -0.22
C (2.949, -0.291, 2.004)  -0.41
C (-1.126, -1.296, -0.746)  0.11
H (-2.137, 0.524, -0.152)  0.23
H (-1.522, -1.356, -1.763)  0.18
H (2.950, -1.381, 2.114)  0.20
H (-2.455, -0.135, 2.290)  0.20
H (-1.898, -3.244, -0.308)  0.22
H (3.973, 0.046, 1.962)  0.20
H (-3.076, -0.978, 0.053)  0.22
H (-0.441, -3.712, 1.657)  0.20
H (1.804, -0.657, 0.229)  0.41
H (2.549, 0.163, 2.885)  0.21
H (-0.705, -0.240, 1.844)  0.17
H (-0.081, 4.456, -2.305)  0.22
H (0.402, -2.161, 1.481)  0.16
H (-0.181, -3.217, -0.785)  0.22
H (-1.108, 0.351, -2.997)  0.22
H (-1.233, 2.736, -3.656)  0.22
H (1.321, 3.767, -0.398)  0.25

Properties
E = -786.0385 hartree
HOMO = -9.015 eV
molecular weight = 235.3 g mol⁻¹
structure (SMILES) = CNC(=O)c1ccccc1OC1CCOCC1
energy above the lowest of the compared OMol25 structures with the same formula, charge and spin = 1.616 eV
LUMO level = 0.66 eV

---

Record 4
Entry from the Open Molecules 2025 dataset: 2 unconnected molecules or ions with the total composition C10H16 in a non-equilibrium geometry (the ωB97M-V functional and the def2-TZVPD basis).

Last column: natural (NBO) charge in e.
Cartesian coordinates (Å):
C (-0.862, 0.986, 0.389)  -0.21
C (-3.039, 0.216, -0.158)  -0.24
C (1.182, 1.784, -1.823)  -0.61
C (2.918, -2.102, 1.661)  -0.60
C (-1.130, -0.657, -1.437)  -0.23
C (-2.521, -0.720, -1.034)  -0.19
C (2.866, -0.908, 2.657)  -0.61
C (-0.357, 0.228, -0.736)  -0.04
C (1.071, 0.515, -0.915)  -0.41
C (-2.264, 1.025, 0.641)  -0.21
H (1.485, 2.657, -1.355)  0.21
H (2.362, -2.007, 0.773)  0.21
H (-3.280, -1.469, -1.509)  0.22
H (2.523, -2.921, 2.142)  0.20
H (1.690, -0.357, -1.429)  0.20
H (-0.059, 1.258, 1.069)  0.21
H (3.957, -2.298, 1.358)  0.20
H (3.377, -1.018, 3.580)  0.21
H (-0.710, -1.143, -2.310)  0.22
H (2.879, 0.068, 2.299)  0.20
H (2.014, 1.601, -2.399)  0.21
H (0.152, 1.846, -2.201)  0.22
H (1.538, 0.691, 0.073)  0.21
H (1.834, -0.952, 3.205)  0.19
H (-2.765, 1.723, 1.224)  0.22
H (-4.174, 0.119, 0.016)  0.21

Properties
E = -390.5451 hartree
HOMO = -8.845 eV
molecular weight = 136.2 g mol⁻¹
structure (SMILES) = CCc1ccccc1.CC
energy above the lowest of the compared OMol25 structures with the same formula, charge and spin = 2.470 eV
LUMO level = 0.93 eV

---

Record 5
Entry from the Open Molecules 2025 dataset: 2 unconnected molecules or ions with the total composition C2H5BO in a non-equilibrium geometry (the ωB97M-V functional and the def2-TZVPD basis).

Last column: natural (NBO) charge in e.
Cartesian coordinates (Å):
O (-1.076, -1.255, 0.096)  -0.78
C (0.219, 1.207, 0.534)  -0.51
C (-0.925, 0.725, 0.798)  0.19
B (-0.098, -1.540, -0.615)  0.56
H (0.854, 0.518, -0.063)  0.28
H (-0.107, -2.379, -1.502)  -0.10
H (0.558, 2.262, 0.736)  0.27
H (-1.922, 0.691, 1.110)  0.23
H (1.044, -1.028, -0.597)  -0.15

Properties
E = -179.1683 hartree
HOMO = -9.288 eV
molecular weight = 55.9 g mol⁻¹
energy above the lowest of the compared OMol25 structures with the same formula, charge and spin = 4.520 eV
LUMO level = -0.34 eV

---

Record 6
Entry from the Open Molecules 2025 dataset: 7 unconnected molecules or ions with the total composition C28H55Cl13NO3S (the ωB97M-V functional and the def2-TZVPD basis).

Last column: Mulliken spin population.
Cartesian coordinates (Å):
Cl (4.638, 2.140, 2.761)  0.00
Cl (-3.829, -3.177, -1.494)  0.00
Cl (1.435, 1.196, 2.254)  0.00
Cl (-8.649, -5.556, -0.312)  0.00
Cl (-3.461, -3.638, -8.575)  0.00
Cl (-0.282, 0.669, 11.607)  0.00
Cl (3.580, 2.639, 7.395)  0.00
Cl (-5.440, -0.871, -8.258)  0.00
Cl (-9.138, -2.236, -0.892)  0.00
Cl (-2.715, 1.785, 9.574)  0.00
Cl (7.941, -1.005, 0.081)  0.00
Cl (4.666, -1.832, -0.357)  0.00
Cl (0.317, 1.741, 7.154)  0.00
S (-3.972, -1.903, -3.078)  0.00
O (-2.980, -2.323, -4.017)  0.00
O (-5.351, -1.880, -3.465)  0.00
O (3.566, 2.971, -3.344)  0.54
N (2.794, 1.999, -3.054)  0.38
C (3.832, 1.707, -0.806)  0.04
C (-1.661, 1.699, 12.080)  0.00
C (0.605, -2.370, 0.091)  0.00
C (-7.971, -3.306, -1.714)  0.00
C (-2.640, 0.534, -3.218)  0.00
C (1.623, 0.618, -1.334)  0.01
C (-1.496, 1.233, -2.449)  0.00
C (2.524, 1.842, -1.601)  -0.03
C (2.291, 2.967, 8.590)  0.00
C (1.279, 1.856, 8.654)  0.00
C (3.250, 2.503, 3.831)  0.00
C (4.343, 0.253, -3.895)  0.04
C (-2.901, 1.357, 11.295)  0.00
C (-3.558, -0.327, -2.328)  0.00
C (-5.406, -2.297, -7.185)  0.00
C (2.691, 1.364, -5.391)  0.02
C (5.528, -1.651, 1.195)  0.00
C (-8.498, -4.708, -1.874)  0.00
C (-0.326, -1.461, -0.716)  0.00
C (2.246, 1.381, 3.837)  0.00
C (6.580, -0.573, 1.150)  0.00
C (1.905, -0.277, -3.609)  0.02
C (1.811, 3.131, -1.132)  0.03
C (0.856, 0.078, -2.542)  0.00
C (-4.024, -2.883, -7.058)  0.00
C (0.112, -1.241, -2.181)  0.00
C (2.925, 0.830, -3.967)  0.00
C (-0.120, 1.133, -3.132)  0.02
H (2.811, 3.435, 3.486)  0.00
H (0.077, -2.838, 0.923)  0.00
H (-3.746, 1.923, 11.683)  0.00
H (-3.250, 1.279, -3.728)  0.00
H (-6.110, -3.024, -7.582)  0.00
H (4.250, 2.690, -0.584)  0.00
H (-2.215, -0.092, -4.002)  0.00
H (-1.755, 2.291, -2.366)  0.00
H (2.086, 3.964, -1.776)  0.01
H (-3.125, 0.295, 11.350)  0.00
H (2.095, 3.362, -0.105)  0.00
H (-1.317, -1.925, -0.724)  0.00
H (2.291, 0.577, -6.030)  0.00
H (-1.370, 2.733, 11.915)  0.00
H (0.946, 0.903, -0.525)  0.00
H (-7.051, -3.294, -1.135)  0.00
H (0.724, 3.026, -1.158)  0.00
H (1.476, 1.580, 4.579)  0.00
H (0.774, -2.072, -2.441)  0.00
H (3.618, 1.214, 0.142)  0.00
H (-7.773, -2.874, -2.693)  0.00
H (1.829, 3.910, 8.314)  0.00
H (-5.741, -1.968, -6.202)  0.00
H (1.379, -0.610, -4.507)  0.00
H (-0.259, 0.924, -4.198)  0.00
H (1.460, -1.827, 0.500)  0.00
H (3.613, 1.747, -5.825)  0.00
H (-9.477, -4.711, -2.345)  0.00
H (4.423, -0.531, -4.654)  0.00
H (-1.442, 0.855, -1.427)  0.00
H (4.598, 1.146, -1.339)  0.00
H (-4.030, -3.659, -6.295)  0.00
H (6.169, 0.369, 0.797)  0.00
H (2.722, 0.431, 4.067)  0.00
H (4.562, -0.203, -2.929)  -0.01
H (1.755, 0.891, 8.812)  0.00
H (-0.446, -0.513, -0.188)  0.00
H (6.988, -0.430, 2.149)  0.00
H (-3.091, -0.544, -1.369)  0.00
H (0.352, 2.113, -3.089)  -0.04
H (5.962, -2.617, 1.436)  0.00
H (-0.751, -1.355, -2.839)  0.00
H (-7.805, -5.285, -2.484)  0.00
H (0.585, 2.040, 9.471)  0.00
H (3.634, 2.637, 4.839)  0.00
H (2.468, -1.136, -3.231)  0.00
H (1.973, 2.186, -5.376)  0.00
H (2.234, -0.202, -0.938)  -0.01
H (0.996, -3.173, -0.537)  0.00
H (-4.531, 0.131, -2.163)  0.00
H (-1.830, 1.541, 13.144)  0.00
H (2.780, 3.073, 9.557)  0.00
H (5.079, 1.023, -4.120)  0.00
H (-3.299, -2.125, -6.775)  0.00
H (4.782, -1.392, 1.946)  0.00

Properties
expectation value of S² = 0.754
E = -7760.9992 hartree
HOMO (alpha / beta) = -7.824 / -9.203 eV
molecular weight = 946.7 g mol⁻¹
spin multiplicity = 2
energy above the lowest of the compared OMol25 structures with the same formula, charge and spin = 0.000 eV
LUMO level (alpha / beta) = 0.06 / 0.06 eV